1.
Density functional theory data (ωB97M-V/def2-TZVPD) for 31 unconnected molecules or ions with the total composition C7H73NO34 at a distorted geometry.

2S+1: 1
Molecular weight in g mol⁻¹: 715.6
HOMO level in eV: -9.47
Gap between HOMO and LUMO in Eh: 0.3475

```
115
Properties=species:S:1:pos:R:3:forces:R:3:mulliken_charge:R:1
C 1.1532 1.6234 1.5021 1.0 0.3 0.1 -1.90
C 2.6759 1.7391 1.3101 -1.5 -0.1 0.0 0.64
N 2.9423 2.0244 -0.1098 1.2 -0.1 1.1 0.59
C 3.4671 3.3693 -0.3698 -0.2 -0.6 -0.5 -1.49
C 4.6937 3.7773 0.4003 -0.1 0.8 -0.3 0.44
O 5.8541 2.9449 0.0985 -0.8 -0.1 0.0 -0.31
C 6.7030 3.0625 1.1315 -0.5 -0.9 0.0 0.69
O 7.3642 4.0013 1.3687 1.3 1.4 0.1 -0.52
O 6.6825 1.9801 1.9409 -0.3 0.0 0.2 -0.37
C 3.6228 0.9987 -0.7940 0.0 0.2 0.6 0.37
C 4.6796 0.1286 -0.1623 -0.7 -0.2 0.4 -0.76
O 3.3319 0.7752 -1.9349 -0.1 0.0 -1.9 -0.59
H 0.7988 0.7031 1.0689 -0.3 -0.2 -0.2 0.28
H 0.9428 1.6408 2.5628 -0.2 -0.1 0.2 0.46
H 0.7037 2.4932 1.0443 -0.4 0.1 -0.1 0.27
H 3.0852 0.8004 1.6484 0.4 0.0 -0.2 0.24
H 3.0033 2.5176 1.9940 0.4 0.2 -0.1 -0.02
H 3.6755 3.4241 -1.4330 0.0 0.1 -0.3 0.34
H 2.6920 4.0998 -0.1570 -0.1 0.2 0.1 0.53
H 4.5170 3.7951 1.4688 -0.1 -0.3 0.3 -0.23
H 4.9332 4.8032 0.1327 0.1 0.2 -0.1 0.53
H 5.7743 1.6402 1.8902 0.2 -0.6 -0.2 0.04
H 4.9543 0.4432 0.8282 0.2 0.0 0.2 0.12
H 4.2685 -0.8708 -0.0787 0.0 -0.3 0.0 0.24
H 5.5209 0.0473 -0.8311 0.3 0.2 -0.2 0.36
O 1.9380 -1.4406 1.1200 0.1 0.0 0.1 -0.62
H 2.2251 -1.3626 0.2006 0.0 -0.3 0.0 0.25
H 2.7556 -1.6235 1.5971 0.0 -0.1 0.0 0.35
O -1.0936 2.9596 3.2278 -0.3 0.0 0.2 -0.47
H -1.2428 3.7566 3.7558 0.0 0.2 0.0 0.21
H -1.5869 2.2747 3.6950 0.3 -0.1 0.1 0.31
O -0.9814 5.2473 0.7310 0.1 -0.1 0.0 -0.62
H -1.5809 4.7450 0.1716 0.0 0.0 0.0 0.29
H -0.9208 4.7282 1.5425 -0.1 0.0 0.0 0.30
O 3.0565 -2.5794 -1.4044 -0.3 0.1 0.0 -0.61
H 2.1371 -2.8213 -1.5724 0.0 0.0 0.0 0.36
H 3.2897 -2.0070 -2.1498 0.1 -0.1 -0.2 0.27
O 3.9375 -1.2805 -4.1177 0.1 -0.2 0.3 -0.65
H 3.8095 -1.3380 -5.0682 0.0 0.1 0.0 0.27
H 3.6051 -0.4011 -3.8938 0.1 0.0 -0.1 0.44
O 1.2535 -5.4952 -0.8688 0.2 0.0 0.2 -0.71
H 2.1053 -5.0842 -1.0672 0.0 0.0 0.0 0.33
H 1.1254 -5.3283 0.0733 -0.2 0.3 -0.1 0.34
O 3.9763 4.5427 3.6569 0.0 0.0 0.0 -0.50
H 3.6051 5.1628 4.2978 -0.1 0.3 -0.1 0.26
H 4.9199 4.7374 3.6603 0.0 0.0 0.1 0.25
O -3.6536 2.6155 1.7296 0.0 -0.1 0.0 -0.62
H -3.3676 2.7366 0.8197 0.0 -0.1 0.0 0.27
H -2.8314 2.5025 2.2268 -0.1 0.2 -0.2 0.31
O -4.8359 -0.3024 1.5770 -0.1 -0.1 -0.1 -0.63
H -5.6999 -0.7276 1.5387 -0.1 0.2 0.0 0.32
H -5.0305 0.6414 1.5089 0.2 0.0 0.1 0.32
O -8.1378 -0.7712 1.4819 0.2 0.2 0.1 -0.64
H -8.4315 -1.6901 1.4879 0.0 0.0 0.0 0.30
H -8.9101 -0.2926 1.1492 -0.2 -0.4 -0.1 0.34
O 1.7111 -3.0380 -5.0622 0.0 -0.4 0.0 -0.66
H 2.0800 -2.9272 -5.9446 -0.1 0.0 0.0 0.31
H 2.4803 -3.1980 -4.5019 0.0 0.2 0.1 0.33
O 3.7255 0.0191 3.5371 -0.1 -0.1 0.4 -0.58
H 2.8912 -0.3050 3.8945 0.0 0.0 -0.1 0.31
H 4.0920 0.5761 4.2414 0.3 0.0 -0.1 0.29
O -0.7362 6.0065 3.7296 0.1 -0.2 0.1 -0.59
H 0.1619 6.1404 3.4036 0.0 0.1 0.0 0.33
H -1.1547 6.8674 3.6337 -0.1 -0.1 -0.1 0.28
O 8.5348 1.0229 4.1633 0.0 0.0 -0.1 -0.62
H 8.3200 1.3688 3.2880 0.0 0.0 0.1 0.32
H 9.2907 0.4472 4.0124 0.0 0.0 0.1 0.30
O -10.3987 -0.7346 -0.1990 0.2 0.3 0.3 -0.61
H -10.1457 -1.3396 -0.9016 -0.1 0.0 -0.1 0.28
H -11.3483 -0.6476 -0.3106 0.0 -0.2 0.0 0.31
O 5.6855 1.7714 4.7693 -0.4 0.0 0.2 -0.65
H 6.0824 1.9383 3.9099 0.2 0.0 0.1 0.39
H 6.4152 1.4595 5.3166 0.1 -0.1 -0.2 0.27
O 3.1842 1.5201 -4.9285 0.1 0.0 0.1 -0.67
H 4.0226 1.9566 -5.1109 0.0 0.0 0.0 0.32
H 3.0652 1.6227 -3.9744 -0.1 0.1 0.1 0.35
O -0.1550 -5.7386 -5.3498 -0.1 -0.2 0.0 -0.56
H -0.9059 -5.1603 -5.1835 0.0 0.0 0.0 0.29
H 0.6104 -5.1961 -5.1222 0.0 0.1 -0.1 0.31
O -2.1285 -8.2853 -6.4407 0.1 0.1 0.0 -0.69
H -2.8831 -7.7103 -6.2741 0.0 0.0 0.0 0.33
H -1.3626 -7.7412 -6.2123 0.0 0.1 -0.1 0.33
O -12.3080 -2.1293 -1.6363 -0.2 0.0 -0.1 -0.59
H -12.6021 -3.0496 -1.6273 -0.1 0.0 0.0 0.33
H -13.0722 -1.6461 -1.9662 0.0 0.0 -0.1 0.27
O 1.3719 3.9929 5.7827 0.0 0.1 -0.1 -0.65
H 1.7854 4.0619 4.9136 0.0 -0.3 0.0 0.27
H 2.0834 3.6839 6.3540 0.0 0.0 0.0 0.33
O -7.5515 2.2771 0.8620 0.0 -0.1 -0.1 -0.62
H -7.8544 1.3612 0.8596 0.1 0.0 0.2 0.32
H -8.2994 2.7790 0.5196 0.0 0.0 0.0 0.32
O -7.4219 -3.7660 2.4559 0.0 0.1 0.0 -0.66
H -6.6398 -3.2722 2.1855 0.0 -0.1 0.0 0.33
H -7.4630 -3.6352 3.4088 0.0 0.0 0.0 0.33
O -14.0135 -4.7046 -1.7638 0.0 -0.1 0.0 -0.63
H -13.7852 -5.5173 -1.3010 0.0 0.0 0.0 0.31
H -14.7771 -4.9374 -2.3010 0.0 0.1 0.0 0.30
O 2.0037 6.6451 5.0590 -0.1 -0.1 0.0 -0.63
H 1.9431 7.4453 5.5895 0.1 0.0 -0.1 0.27
H 1.3407 6.0477 5.4419 0.2 0.0 0.1 0.37
O -8.3516 1.8738 -1.8860 0.1 0.0 -0.1 -0.61
H -8.0309 2.0289 -2.7796 -0.1 0.0 0.0 0.29
H -7.5535 1.7624 -1.3540 -0.1 0.1 0.1 0.35
O 2.9257 -7.4924 0.5401 -0.1 0.1 0.1 -0.63
H 2.5282 -8.3672 0.4976 0.0 0.0 0.0 0.32
H 2.2651 -6.9070 0.1430 0.1 -0.3 -0.2 0.35
O 0.6286 -9.0195 -4.8024 -0.1 0.0 -0.1 -0.64
H -0.2558 -9.3826 -4.9222 0.0 0.0 0.0 0.32
H 0.5055 -8.0654 -4.8673 0.0 0.1 0.1 0.32
O 7.7668 5.8492 -1.3133 -0.1 0.0 0.0 -0.64
H 7.1342 5.4223 -1.8989 0.0 0.0 0.0 0.31
H 7.7557 5.3118 -0.5129 0.0 0.0 0.1 0.34
O -2.0284 -7.4717 -9.3081 -0.1 -0.1 0.0 -0.64
H -2.5971 -7.9693 -9.9026 0.0 0.0 0.0 0.31
H -2.0421 -7.9721 -8.4794 0.0 0.0 0.1 0.35
```
Forces are in eV/Å.

2.
Density functional theory data (ωB97M-V/def2-TZVPD) for a single C3H3BrO molecule at a distorted geometry.

2S+1: 3
Energy relative to the best compared isomer or geometry (same formula, charge and spin) in kJ/mol: 77.26
Molecular weight in g mol⁻¹: 135.0
HOMO level (alpha / beta) in eV: -6.60 / -10.97
Gap between HOMO and LUMO (alpha / beta) in Eh: 0.2669 / 0.3618

```
8
Properties=species:S:1:pos:R:3:forces:R:3:nbo_charge:R:1
C -0.5803 0.4651 -0.0451 0.6 0.2 -1.2 -0.10
C -0.9336 -1.0632 -1.0484 -2.0 -4.3 -0.3 0.48
C 0.8327 0.5206 0.3504 0.3 0.5 -0.5 -0.73
O -1.0377 -1.8737 -1.9235 1.4 4.3 1.8 -0.49
Br -1.7830 0.4931 1.3199 -0.8 -0.1 0.1 0.14
H 1.1186 -0.5147 0.5029 0.5 -0.5 0.1 0.22
H 0.9380 1.0394 1.3236 0.2 0.0 -0.8 0.24
H 1.4453 0.9334 -0.4799 -0.1 -0.1 0.7 0.24
```
Forces are in eV/Å.

3.
Density functional theory data (ωB97M-V/def2-TZVPD) for 2 unconnected molecules or ions with the total composition C4H6N2O4 at a distorted geometry.

2S+1: 1
Energy relative to the best compared isomer or geometry (same formula, charge and spin) in kJ/mol: 416.76
Molecular weight in g mol⁻¹: 146.1
SMILES string: O=c1onno1.CCC=O
HOMO level in eV: -9.99
Gap between HOMO and LUMO in Eh: 0.3612

```
16
Properties=species:S:1:pos:R:3:forces:R:3:nbo_charge:R:1
O 2.0706 -0.1419 -1.9586 1.3 -0.1 0.2 -0.52
C 1.2881 0.5953 -1.4917 -0.5 -0.7 -0.8 0.91
O 1.4236 1.6968 -0.7322 1.3 0.4 0.2 -0.32
N 0.1873 2.2267 -0.5295 -0.4 0.2 0.5 0.13
N -0.6590 1.5056 -1.0334 -0.4 -0.1 -0.7 0.12
O -0.0337 0.4566 -1.6990 -1.3 0.4 0.5 -0.32
C 0.3334 -1.2894 2.4493 0.5 -0.4 0.3 -0.62
C -0.7642 -0.5540 1.7308 -0.7 -0.3 0.3 -0.51
C -1.8719 -1.4381 1.2026 -0.6 0.2 0.1 0.45
O -1.9710 -2.6311 1.3419 0.4 0.4 0.0 -0.52
H -0.0380 -1.7908 3.3614 0.1 0.2 -0.5 0.22
H 0.8068 -2.0492 1.8077 -0.2 0.2 0.2 0.22
H 1.0987 -0.5788 2.7649 0.1 -0.1 0.0 0.21
H -0.4273 0.0821 0.9174 0.2 -0.1 -0.1 0.20
H -1.2660 0.1490 2.4135 0.0 -0.1 -0.1 0.23
H -2.7012 -0.8641 0.7132 0.3 -0.2 0.0 0.10
```
Forces are in eV/Å.

4.
Density functional theory data (ωB97M-V/def2-TZVPD) for a gas-phase ion, C7H10N (charge +1) at a distorted geometry.

2S+1: 1
Energy relative to the best compared isomer or geometry (same formula, charge and spin) in kJ/mol: 398.51
Total charge: +1
Molecular weight in g mol⁻¹: 108.2
HOMO level in eV: -13.56
Gap between HOMO and LUMO in Eh: 0.2696

```
18
Properties=species:S:1:pos:R:3:forces:R:3:nbo_charge:R:1
C -1.6491 0.5652 -0.2469 3.7 0.3 0.7 0.38
C 4.1166 -0.8047 -0.0165 0.5 0.6 -1.5 0.01
C -2.7337 0.0467 -0.6024 -1.3 -0.2 -0.7 -0.24
C 2.1073 0.4551 0.3524 -0.2 1.5 0.3 -0.35
C 0.7843 0.1270 -0.1720 -2.1 -1.1 0.9 0.23
C -0.3421 0.9187 0.0473 0.6 0.9 -0.9 -0.42
C -3.8816 -0.5427 0.1802 0.8 1.7 -0.3 -0.62
N 3.1898 -0.0523 -0.4347 0.1 -1.1 0.3 -0.41
H 4.8965 -1.1007 -0.7061 -0.2 0.2 -0.8 0.19
H 4.4151 -1.1888 0.9143 -0.8 -0.2 2.1 0.17
H -2.9735 0.2945 -1.6587 0.3 -0.4 0.3 0.31
H 2.1624 1.5590 0.1829 0.2 -0.4 0.9 0.25
H 1.9303 0.2215 1.4893 0.8 0.3 -1.5 0.26
H 0.5812 -0.8628 -0.5273 0.2 -0.6 -0.5 0.22
H -0.0219 1.9421 0.2519 -1.0 0.1 0.5 0.25
H -4.0833 -1.5285 -0.1648 -0.6 -0.6 0.1 0.26
H -4.5519 0.2192 -0.1021 -2.1 0.1 -1.1 0.25
H -3.9464 -0.2684 1.2133 1.1 -1.0 1.0 0.25
```
Forces are in eV/Å.

- Which of these has the lowest molecular weight?
  C7H10N

What did the second record say?
Density functional theory data (ωB97M-V/def2-TZVPD) for a single C3H3BrO molecule at a distorted geometry.

2S+1: 3
Energy relative to the best compared isomer or geometry (same formula, charge and spin) in kJ/mol: 77.26
Molecular weight in g mol⁻¹: 135.0
HOMO level (alpha / beta) in eV: -6.60 / -10.97
Gap between HOMO and LUMO (alpha / beta) in Eh: 0.2669 / 0.3618

```
8
Properties=species:S:1:pos:R:3:forces:R:3:nbo_charge:R:1
C -0.5803 0.4651 -0.0451 0.6 0.2 -1.2 -0.10
C -0.9336 -1.0632 -1.0484 -2.0 -4.3 -0.3 0.48
C 0.8327 0.5206 0.3504 0.3 0.5 -0.5 -0.73
O -1.0377 -1.8737 -1.9235 1.4 4.3 1.8 -0.49
Br -1.7830 0.4931 1.3199 -0.8 -0.1 0.1 0.14
H 1.1186 -0.5147 0.5029 0.5 -0.5 0.1 0.22
H 0.9380 1.0394 1.3236 0.2 0.0 -0.8 0.24
H 1.4453 0.9334 -0.4799 -0.1 -0.1 0.7 0.24
```
Forces are in eV/Å.

Please write out number 2 again, unchanged.
Density functional theory data (ωB97M-V/def2-TZVPD) for a single C3H3BrO molecule at a distorted geometry.

2S+1: 3
Energy relative to the best compared isomer or geometry (same formula, charge and spin) in kJ/mol: 77.26
Molecular weight in g mol⁻¹: 135.0
HOMO level (alpha / beta) in eV: -6.60 / -10.97
Gap between HOMO and LUMO (alpha / beta) in Eh: 0.2669 / 0.3618

```
8
Properties=species:S:1:pos:R:3:forces:R:3:nbo_charge:R:1
C -0.5803 0.4651 -0.0451 0.6 0.2 -1.2 -0.10
C -0.9336 -1.0632 -1.0484 -2.0 -4.3 -0.3 0.48
C 0.8327 0.5206 0.3504 0.3 0.5 -0.5 -0.73
O -1.0377 -1.8737 -1.9235 1.4 4.3 1.8 -0.49
Br -1.7830 0.4931 1.3199 -0.8 -0.1 0.1 0.14
H 1.1186 -0.5147 0.5029 0.5 -0.5 0.1 0.22
H 0.9380 1.0394 1.3236 0.2 0.0 -0.8 0.24
H 1.4453 0.9334 -0.4799 -0.1 -0.1 0.7 0.24
```
Forces are in eV/Å.

Copy entry 3 word for word.
Density functional theory data (ωB97M-V/def2-TZVPD) for 2 unconnected molecules or ions with the total composition C4H6N2O4 at a distorted geometry.

2S+1: 1
Energy relative to the best compared isomer or geometry (same formula, charge and spin) in kJ/mol: 416.76
Molecular weight in g mol⁻¹: 146.1
SMILES string: O=c1onno1.CCC=O
HOMO level in eV: -9.99
Gap between HOMO and LUMO in Eh: 0.3612

```
16
Properties=species:S:1:pos:R:3:forces:R:3:nbo_charge:R:1
O 2.0706 -0.1419 -1.9586 1.3 -0.1 0.2 -0.52
C 1.2881 0.5953 -1.4917 -0.5 -0.7 -0.8 0.91
O 1.4236 1.6968 -0.7322 1.3 0.4 0.2 -0.32
N 0.1873 2.2267 -0.5295 -0.4 0.2 0.5 0.13
N -0.6590 1.5056 -1.0334 -0.4 -0.1 -0.7 0.12
O -0.0337 0.4566 -1.6990 -1.3 0.4 0.5 -0.32
C 0.3334 -1.2894 2.4493 0.5 -0.4 0.3 -0.62
C -0.7642 -0.5540 1.7308 -0.7 -0.3 0.3 -0.51
C -1.8719 -1.4381 1.2026 -0.6 0.2 0.1 0.45
O -1.9710 -2.6311 1.3419 0.4 0.4 0.0 -0.52
H -0.0380 -1.7908 3.3614 0.1 0.2 -0.5 0.22
H 0.8068 -2.0492 1.8077 -0.2 0.2 0.2 0.22
H 1.0987 -0.5788 2.7649 0.1 -0.1 0.0 0.21
H -0.4273 0.0821 0.9174 0.2 -0.1 -0.1 0.20
H -1.2660 0.1490 2.4135 0.0 -0.1 -0.1 0.23
H -2.7012 -0.8641 0.7132 0.3 -0.2 0.0 0.10
```
Forces are in eV/Å.